# C5H10O2

C5H10O2 in the gas phase (ωB97M-V/def2-TZVPD, the OMol25 dataset).

Geometry as XYZ:
```
17
Properties=species:S:1:pos:R:3
C -1.102 1.641 0.437
O 1.129 1.034 -0.974
C 0.514 -0.147 -1.444
C 0.008 -1.110 -0.373
C 0.920 -1.440 0.776
C -0.295 -0.570 0.992
O -0.160 0.825 1.180
H -0.898 1.766 -0.639
H -1.007 2.633 0.880
H -2.101 1.220 0.544
H -0.333 0.087 -2.110
H 1.275 -0.649 -2.044
H -0.644 -1.900 -0.744
H 0.891 -2.457 1.165
H 1.916 -1.004 0.771
H -1.089 -1.013 1.594
H 0.976 1.084 -0.012
```

Calculated values
orbital gap = 10.6 eV
multiplicity = 1
largest force on an atom = 0.72 eV/Å
E_LUMO = 1.024 eV
SMILES = CO[C@@H]1C[C@@H]1CO
relative energy (zero: lowest compared OMol25 entry of this formula, charge and spin) = 2.9914 eV